No. 1
6 unconnected molecules or ions with the total composition C26H37F3O19 at a distorted geometry. Source: OMol25; level of theory: the ωB97M-V functional and the def2-TZVPD basis.

Atoms and positions in Å:
C 1.919 -0.714 2.225
C 2.307 0.725 2.507
O 1.548 1.398 3.572
C 0.554 2.358 3.002
O 1.056 3.324 2.225
O -0.855 2.185 3.389
C -1.767 2.257 2.237
C -2.375 0.777 1.774
O -1.342 -0.272 1.666
C -3.646 0.272 2.679
F -4.202 1.287 3.604
F -4.743 -0.100 1.710
F -3.303 -0.985 3.411
H 1.281 -1.369 2.988
H 2.282 -1.243 1.244
H 3.202 1.171 1.897
H -1.292 2.716 1.261
H -2.633 3.016 2.550
H -2.792 0.946 0.672
H -0.864 -0.404 2.552
C -7.399 -0.678 0.294
C -8.028 -0.687 -1.085
C -8.843 -1.916 -1.361
O -8.738 -2.051 -2.766
C -7.558 -1.465 -3.127
O -7.042 -1.572 -4.225
O -7.029 -0.746 -2.090
H -6.624 -1.447 0.380
H -6.906 0.283 0.476
H -8.147 -0.836 1.076
H -8.616 0.225 -1.241
H -9.888 -1.793 -1.063
H -8.442 -2.821 -0.891
C -0.019 -3.497 -1.911
C 1.306 -2.844 -2.248
C 2.438 -3.821 -2.371
O 3.562 -3.045 -2.002
C 3.102 -2.063 -1.171
O 3.813 -1.337 -0.500
O 1.735 -2.006 -1.188
H -0.010 -3.910 -0.896
H -0.822 -2.753 -1.936
H -0.265 -4.294 -2.619
H 1.209 -2.231 -3.152
H 2.549 -4.198 -3.392
H 2.359 -4.671 -1.684
C 7.556 -0.487 -1.522
C 6.927 -0.497 -2.901
C 6.112 -1.725 -3.177
O 6.217 -1.861 -4.582
C 7.397 -1.275 -4.943
O 7.913 -1.381 -6.041
O 7.926 -0.556 -3.906
H 8.331 -1.256 -1.436
H 8.049 0.473 -1.340
H 6.808 -0.645 -0.740
H 6.339 0.416 -3.057
H 5.067 -1.603 -2.879
H 6.513 -2.631 -2.707
C 5.106 4.166 -5.955
C 4.822 3.010 -5.017
C 3.935 1.960 -5.615
O 3.281 1.420 -4.483
C 3.257 2.408 -3.539
O 2.597 2.370 -2.517
O 4.070 3.449 -3.897
H 4.203 4.758 -6.138
H 5.837 4.846 -5.504
H 5.504 3.817 -6.912
H 5.761 2.579 -4.650
H 4.506 1.185 -6.136
H 3.178 2.363 -6.298
C -2.994 2.258 6.820
C -3.278 1.102 7.758
C -4.165 0.052 7.160
O -4.819 -0.488 8.292
C -4.843 0.500 9.236
O -5.503 0.462 10.258
O -4.030 1.540 8.878
H -3.897 2.850 6.637
H -2.263 2.938 7.271
H -2.596 1.908 5.863
H -2.339 0.670 8.125
H -3.594 -0.723 6.639
H -4.922 0.454 6.477

Calculated values
- gap between HOMO and LUMO (Eh) = 0.3528
- LUMO (eV) = 0.05
- E (Ha) = -2741.9267
- SMILES string = C=COC(=O)OC[C@@H](O)C(F)(F)F.C[C@@H]1COC(=O)O1.C[C@@H]1COC(=O)O1.C[C@@H]1COC(=O)O1.C[C@@H]1COC(=O)O1.C[C@@H]1COC(=O)O1
- HOMO (Ha) = -0.3509

=====

No. 2
C4H6O2S in the gas phase at a distorted geometry. Source: OMol25; level of theory: the ωB97M-V functional and the def2-TZVPD basis.

Atoms and positions in Å:
C 1.129 -0.136 -0.109
C -0.204 -1.099 -0.210
C -1.230 -0.229 0.414
C -0.695 1.133 -0.076
O 3.634 0.512 0.034
O 0.740 1.122 0.061
S 2.651 -0.651 0.009
H -0.432 -1.075 -1.254
H -0.063 -2.009 0.338
H -2.245 -0.427 0.027
H -1.355 -0.247 1.422
H -0.934 1.033 -1.151
H -0.997 2.073 0.495

Calculated values
- gap between HOMO and LUMO (Eh) = 0.3353
- LUMO (eV) = 0.62
- E (Ha) = -704.5999
- relative energy (zero: lowest compared OMol25 entry of this formula, charge and spin) (eV) = 2.166
- HOMO (Ha) = -0.3124

=====

No. 3
A molecular structure, C34H72F8N6O8S4 at a distorted geometry. Source: OMol25; level of theory: the ωB97M-V functional and the def2-TZVPD basis.

Atoms and positions in Å:
C 5.104 3.940 6.090
C 3.578 3.714 6.312
C 3.092 2.779 5.216
N 1.622 2.584 5.001
C 1.038 2.318 6.415
C 0.909 3.753 4.395
C 0.983 3.478 2.901
C 0.469 1.994 2.866
C 1.348 1.422 3.987
H 5.504 2.975 6.080
H 5.484 4.559 6.917
H 5.306 4.501 5.162
H 3.028 4.689 6.287
H 3.409 3.233 7.273
H 3.542 1.823 5.329
H 3.403 3.162 4.197
H 0.036 2.126 6.241
H 1.167 3.299 6.871
H 1.644 1.482 6.891
H -0.147 3.623 4.629
H 1.282 4.785 4.590
H 0.418 4.206 2.360
H 2.021 3.568 2.486
H -0.644 1.926 3.045
H 0.636 1.519 1.876
H 1.066 0.620 4.750
H 2.303 1.229 3.488
C -5.490 0.965 -3.473
C -5.062 2.376 -3.913
C -4.693 3.257 -2.735
N -4.395 4.783 -3.190
C -5.670 5.474 -3.513
C -3.527 4.768 -4.467
C -2.227 4.201 -3.867
C -2.125 5.000 -2.472
C -3.556 5.423 -2.123
H -4.906 0.553 -2.679
H -5.406 0.323 -4.295
H -6.489 1.057 -3.135
H -5.844 2.904 -4.527
H -4.246 2.336 -4.610
H -3.751 2.916 -2.319
H -5.494 3.346 -2.029
H -6.370 5.397 -2.655
H -6.113 4.933 -4.351
H -5.482 6.497 -3.773
H -3.358 5.768 -4.839
H -4.069 4.289 -5.256
H -1.450 4.666 -4.543
H -2.050 3.164 -3.796
H -1.612 5.929 -2.792
H -1.577 4.494 -1.709
H -3.674 6.529 -2.104
H -3.888 5.033 -1.136
C 6.449 2.327 -0.788
C 5.111 1.895 -0.229
C 5.234 0.388 -0.028
N 3.966 -0.308 -0.130
C 2.980 0.166 0.876
C 4.047 -1.786 0.096
C 2.864 -2.394 -0.641
C 2.857 -1.573 -1.906
C 3.396 -0.172 -1.530
H 6.648 1.960 -1.796
H 7.178 1.940 -0.075
H 6.623 3.385 -0.829
H 4.179 2.051 -0.809
H 4.897 2.351 0.759
H 5.819 0.126 0.893
H 5.817 -0.052 -0.882
H 3.004 1.260 0.776
H 3.412 0.018 1.853
H 1.984 -0.279 0.765
H 4.065 -1.900 1.166
H 4.986 -2.227 -0.395
H 2.014 -2.187 0.012
H 3.042 -3.522 -0.752
H 1.868 -1.439 -2.321
H 3.499 -1.993 -2.728
H 2.589 0.510 -1.599
H 4.189 0.240 -2.244
C -6.124 -8.241 -3.770
C -4.864 -7.430 -3.641
C -5.115 -6.012 -3.366
N -3.879 -5.208 -3.029
C -3.282 -5.605 -1.766
C -2.907 -5.256 -4.143
C -2.215 -3.902 -4.180
C -3.295 -2.893 -3.744
C -4.298 -3.704 -2.862
H -6.704 -8.222 -2.872
H -5.813 -9.275 -3.981
H -6.644 -7.923 -4.689
H -4.268 -7.683 -4.539
H -4.338 -7.831 -2.735
H -5.772 -5.827 -2.531
H -5.483 -5.510 -4.299
H -2.518 -4.826 -1.543
H -2.831 -6.587 -1.818
H -4.050 -5.589 -1.040
H -2.168 -6.030 -4.015
H -3.404 -5.476 -5.075
H -1.357 -3.923 -3.473
H -1.868 -3.676 -5.188
H -2.896 -2.059 -3.135
H -3.862 -2.475 -4.547
H -4.370 -3.503 -1.823
H -5.329 -3.638 -3.218
C 5.347 -1.227 6.869
F 5.813 -0.410 5.819
F 6.127 -2.310 6.818
F 5.424 -0.579 8.051
S 3.603 -1.650 6.533
O 3.151 -2.444 7.641
O 2.959 -0.334 6.352
N 3.575 -2.571 5.263
S 3.463 -2.070 3.798
O 2.233 -1.480 3.359
O 4.690 -1.504 3.234
C 3.436 -3.844 3.124
F 2.530 -4.506 3.882
F 2.894 -3.856 1.876
F 4.621 -4.442 3.096
N -0.190 -0.404 -1.433
S -1.178 -1.222 -0.405
O -1.204 -2.541 -0.909
O -2.275 -0.398 -0.171
F -0.063 -1.107 0.764
S -0.643 0.584 -2.479
O 0.280 1.503 -2.850
O -1.969 1.003 -2.392
F -0.763 -0.357 -3.686

Calculated values
- gap between HOMO and LUMO (Eh) = 0.3550
- LUMO (eV) = -3.50
- E (Ha) = -4660.1659
- relative energy (zero: lowest compared OMol25 entry of this formula, charge and spin) (eV) = 0.801
- HOMO (Ha) = -0.4837
- net charge = +2

=====

No. 4
C6H12O in the gas phase at a distorted geometry. Source: OMol25; level of theory: the ωB97M-V functional and the def2-TZVPD basis.

Atoms and positions in Å:
C -2.357 0.511 0.101
C -1.085 -0.290 0.369
C -0.523 -1.044 -0.833
O 0.774 -1.407 -0.490
C 1.361 -0.329 0.306
C 2.398 0.379 -0.535
C 0.192 0.525 0.818
H -3.200 -0.175 0.138
H -2.336 0.967 -0.890
H -2.557 1.312 0.819
H -1.289 -1.010 1.171
H -1.047 -1.979 -1.046
H -0.558 -0.401 -1.731
H 1.845 -0.838 1.143
H 2.989 -0.352 -1.086
H 3.069 0.943 0.105
H 1.954 1.061 -1.264
H 0.179 1.530 0.381
H 0.193 0.615 1.899

Calculated values
- gap between HOMO and LUMO (Eh) = 0.3902
- LUMO (eV) = 1.12
- E (Ha) = -311.0413
- relative energy (zero: lowest compared OMol25 entry of this formula, charge and spin) (eV) = 0.488
- SMILES string = C[C@H]1CO[C@@H](C)C1
- HOMO (Ha) = -0.3492

=====

No. 5
3 unconnected molecules or ions with the total composition C3H11N3S at a distorted geometry. Source: OMol25; level of theory: the ωB97M-V functional and the def2-TZVPD basis.

Atoms and positions in Å:
C 5.820 -2.856 -1.490
C -0.218 1.336 1.396
C -2.930 0.010 0.947
N 4.914 -2.889 -2.419
N -2.772 2.104 0.013
N -2.108 0.865 0.171
S 7.049 -2.617 -0.638
H 0.446 1.834 0.745
H -0.820 1.777 2.173
H 0.012 0.356 1.686
H -3.088 0.132 2.042
H -3.970 0.117 0.502
H -2.493 -1.058 0.963
H 3.989 -2.422 -2.503
H 5.005 -3.574 -3.254
H -3.278 2.486 0.801
H -2.089 2.715 -0.504
H -3.469 1.686 -0.632

Calculated values
- gap between HOMO and LUMO (alpha / beta) (Eh) = 0.2751 / 0.2753
- LUMO (alpha / beta) (eV) = -8.09 / -8.09
- E (Ha) = -682.5513
- relative energy (zero: lowest compared OMol25 entry of this formula, charge and spin) (eV) = 3.919
- HOMO (alpha / beta) (Ha) = -0.5724 / -0.5726
- net charge = +2

=====

No. 6
2 unconnected molecules or ions with the total composition C2H5N4S at a distorted geometry. Source: OMol25; level of theory: the ωB97M-V functional and the def2-TZVPD basis.

Atoms and positions in Å:
C 0.040 1.308 0.103
C -1.600 -1.274 -0.183
N 1.043 -0.468 0.894
N 1.272 1.101 -0.680
N -0.024 0.135 0.996
N 1.839 0.104 -0.063
S 3.272 -0.571 -0.335
H 0.008 2.264 0.838
H -0.692 1.561 -0.659
H -1.421 -1.031 -1.157
H -1.189 -2.224 0.316
H -2.549 -0.902 -0.070

Calculated values
- gap between HOMO and LUMO (alpha / beta) (Eh) = 0.2158 / 0.2798
- LUMO (alpha / beta) (eV) = 3.74 / 4.08
- E (Ha) = -696.2423
- relative energy (zero: lowest compared OMol25 entry of this formula, charge and spin) (eV) = 3.049
- HOMO (alpha / beta) (Ha) = -0.0784 / -0.1299
- net charge = -1

=====

No. 7
A molecular structure, C40H40N11O4Tl at a distorted geometry. Source: OMol25; level of theory: the ωB97M-V functional and the def2-TZVPD basis.

Atoms and positions in Å:
Tl 0.606 -1.369 -0.936
C 1.332 -4.982 -4.041
C 1.217 -3.653 -3.355
N 0.714 -3.572 -2.176
N 0.331 -4.483 -1.369
C -0.590 -4.145 -0.417
O -1.151 -3.037 -0.443
C -0.786 -5.134 0.642
C -0.249 -6.419 0.551
C -0.407 -7.300 1.603
C -1.095 -6.912 2.744
C -1.621 -5.633 2.839
C -1.476 -4.745 1.791
C 1.656 -2.415 -4.009
C 1.742 -2.299 -5.401
C 2.114 -1.085 -5.956
C 2.410 -0.016 -5.121
C 2.327 -0.221 -3.754
N 1.952 -1.372 -3.222
H 0.367 -5.489 -4.052
H 2.023 -5.610 -3.478
H 1.704 -4.890 -5.054
H 0.273 -6.717 -0.346
H 0.006 -8.294 1.534
H -1.229 -7.614 3.552
H -2.147 -5.327 3.729
H -1.873 -3.743 1.845
H 1.486 -3.127 -6.043
H 2.173 -0.976 -7.028
H 2.691 0.949 -5.516
H 2.580 0.566 -3.055
C -7.475 10.286 -0.908
O -6.623 9.846 0.129
C -5.941 8.704 -0.017
C -5.202 8.284 1.100
C -4.447 7.140 1.051
C -4.406 6.366 -0.117
C -5.168 6.771 -1.218
C -5.923 7.920 -1.175
C -3.622 5.163 -0.217
N -3.711 4.297 -1.209
C -2.810 3.327 -0.949
C -2.130 3.604 0.250
N -2.671 4.774 0.696
C -1.101 2.778 0.749
C -0.394 3.008 1.941
C 0.607 2.144 2.307
C 0.887 1.050 1.486
N 0.235 0.823 0.371
C -0.746 1.636 -0.030
C -1.434 1.348 -1.270
N -1.044 0.295 -2.001
C -1.624 0.021 -3.147
C -2.687 0.774 -3.650
C -3.132 1.856 -2.926
C -2.487 2.182 -1.725
H -7.999 11.155 -0.516
H -8.199 9.511 -1.171
H -6.909 10.575 -1.798
H -5.251 8.885 1.994
H -3.911 6.833 1.938
H -5.147 6.167 -2.110
H -6.490 8.211 -2.043
H -2.406 5.293 1.515
H -0.639 3.860 2.558
H 1.176 2.293 3.207
H 1.651 0.338 1.754
H -1.236 -0.824 -3.698
H -3.136 0.509 -4.592
H -3.955 2.472 -3.253
N 2.941 -2.534 -0.206
C 2.785 -3.242 1.055
C 4.084 -3.687 1.756
C 5.295 -2.743 1.738
C 5.081 -1.368 2.392
N 4.421 -1.487 3.670
C 4.937 -1.628 4.873
N 6.211 -1.352 5.174
N 4.124 -2.045 5.846
C 1.811 -2.446 2.004
O 2.056 -2.451 3.218
O 0.838 -1.888 1.472
H 3.111 -3.171 -0.974
H 3.703 -1.868 -0.167
H 2.205 -4.150 0.849
H 4.422 -4.617 1.296
H 3.808 -3.919 2.787
H 5.635 -2.585 0.713
H 6.103 -3.260 2.261
H 4.429 -0.756 1.761
H 6.040 -0.854 2.487
H 3.436 -1.839 3.561
H 6.822 -0.918 4.506
H 6.521 -1.403 6.131
H 3.176 -2.305 5.626
H 4.423 -2.092 6.804

Calculated values
- gap between HOMO and LUMO (Eh) = 0.1726
- LUMO (eV) = -6.58
- E (Ha) = -2623.6452
- relative energy (zero: lowest compared OMol25 entry of this formula, charge and spin) (eV) = 1.684
- HOMO (Ha) = -0.4144
- net charge = +2

=====

No. 8
A molecular structure, C16H17O13Tl at a distorted geometry. Source: OMol25; level of theory: the ωB97M-V functional and the def2-TZVPD basis.

Atoms and positions in Å:
Tl -0.841 21.331 -10.218
C 1.372 23.888 -14.160
C 2.464 24.695 -14.606
C 3.743 24.681 -13.811
O 4.645 25.440 -14.116
C 3.860 23.776 -12.713
C 2.840 22.812 -12.399
C 1.467 23.029 -13.020
O 0.518 22.457 -12.500
O 3.014 21.879 -11.637
O 2.335 25.500 -15.501
H 0.423 23.970 -14.671
H 4.757 23.760 -12.110
C -1.227 24.675 -6.416
C -1.160 26.102 -6.361
C -0.542 26.802 -7.558
O -0.579 28.017 -7.614
C -0.120 26.023 -8.682
C -0.092 24.605 -8.687
C -0.774 23.890 -7.507
O -1.024 22.689 -7.626
O 0.303 23.939 -9.632
O -1.609 26.755 -5.434
H -1.715 24.175 -5.588
H 0.318 26.524 -9.537
O -1.848 18.714 -10.804
H -1.515 17.857 -10.542
C -0.376 17.613 -6.622
C -0.626 18.331 -7.919
O -0.948 19.673 -7.765
O 0.492 18.369 -5.743
H 0.189 16.696 -6.836
H -1.256 17.359 -6.036
H -1.426 17.802 -8.454
H 0.249 18.256 -8.574
H -1.105 19.859 -6.835
H 1.395 18.197 -6.018
C -4.451 20.563 -8.768
C -5.149 20.408 -10.137
O -4.328 20.425 -11.221
O -3.421 21.532 -8.782
H -4.000 19.607 -8.496
H -5.276 20.774 -8.069
H -5.915 21.176 -10.297
H -5.683 19.435 -10.088
H -3.651 19.638 -11.202
H -3.738 22.408 -8.553

Calculated values
- gap between HOMO and LUMO (Eh) = 0.0788
- LUMO (eV) = 0.41
- E (Ha) = -1770.3319
- HOMO (Ha) = -0.0636
- net charge = -2